{"formula": "C16H31NOsP2S", "method": "ωB97M-V/def2-TZVPD", "multiplicity": 5, "total_charge": 2, "orbital_gap_ha": [0.246, 0.213], "s_squared": 6.03, "largest_force_ev_per_a": 4.3, "symbols": ["P", "P", "C", "C", "H", "H", "H", "H", "C", "H", "H", "H", "C", "H", "H", "H", "C", "H", "H", "H", "C", "H", "H", "H", "Os", "C", "C", "C", "C", "C", "C", "C", "C", "C", "H", "H", "H", "H", "H", "H", "H", "H", "H", "H", "H", "H", "H", "H", "H", "S", "C", "N"], "xyz": [[0.208077, -1.866100, 1.173190], [0.371187, 2.056331, 1.856212], [1.248257, 0.489578, -0.000580], [1.639542, 1.843316, 0.538156], [0.343906, 0.681243, -0.882851], [2.093989, 0.141600, -0.629350], [2.647255, 1.842281, 0.947171], [1.424010, 2.785809, 0.028948], [-1.014716, 2.968359, 1.141080], [-1.472180, 3.501587, 1.986498], [-1.684606, 2.152798, 0.795898], [-0.671074, 3.653324, 0.360957], [1.103671, 3.173097, 3.081791], [1.110112, 4.164097, 2.659189], [2.115757, 2.835522, 3.314697], [0.478852, 3.066853, 3.982288], [-0.607462, -3.392703, 0.675756], [-0.325731, -4.012671, 1.569042], [-0.281245, -3.984379, -0.198507], [-1.720360, -3.303811, 0.581959], [1.956750, -2.512281, 0.835106], [2.598950, -2.054221, 1.584944], [2.552934, -2.488643, -0.119538], [1.850744, -3.595082, 1.089258], [-0.767377, -0.042446, 0.143913], [0.049011, 1.389294, -2.316080], [-1.288416, 1.449348, -1.956565], [-2.348395, 0.651997, -2.583672], [-1.887148, -0.792801, -2.870312], [-1.115047, -1.326817, -1.653233], [0.222744, -1.513294, -1.756899], [1.117572, -0.950026, -2.798328], [0.703891, 0.489201, -3.286144], [0.225816, -2.153274, 3.057973], [0.752076, 2.039900, -1.787598], [-1.568072, 2.217239, -1.274771], [-2.584510, 1.128690, -3.556854], [-3.246501, 0.651189, -1.933653], [-2.781260, -1.413653, -3.086322], [-1.261647, -0.852001, -3.788239], [-1.792926, -1.901231, -0.999745], [0.650352, -2.402369, -1.318754], [1.168629, -1.595232, -3.683045], [2.146291, -0.881470, -2.419509], [1.662875, 0.987856, -3.550992], [0.104874, 0.470966, -4.209376], [0.970929, -1.422427, 3.397965], [0.226045, -3.119155, 3.628825], [-0.756663, -1.682909, 3.197270], [-1.764357, 1.572780, 4.917915], [-1.438311, 0.745666, 3.583466], [-1.367108, 0.109070, 2.531456]], "atomic_forces_ev_per_a": [[2.556, -3.354, 0.610], [1.283, 0.786, 1.066], [1.229, 1.561, -1.347], [-1.158, -0.353, 1.629], [2.098, 0.177, 0.526], [-0.773, -0.766, 0.614], [0.039, 0.154, -0.003], [0.519, -0.206, -0.982], [0.071, -0.650, 0.333], [-0.204, -0.132, -0.414], [-0.312, 0.998, -0.047], [-0.309, -0.056, 0.034], [-0.255, -1.114, 0.424], [-0.044, 0.554, 0.105], [-0.093, 0.101, 0.000], [0.244, 0.509, -0.150], [-1.454, -1.463, 0.503], [-0.784, 0.161, -0.936], [0.177, 0.795, 0.202], [0.868, -0.190, 0.494], [0.405, -0.162, -0.058], [0.089, -0.045, 0.090], [-1.196, 0.367, 0.599], [0.137, 0.826, -0.027], [0.693, -0.640, 1.987], [-1.085, 0.480, 0.732], [1.445, -0.191, -0.558], [-0.858, -0.425, -1.115], [-0.353, 0.509, -0.034], [-2.327, -0.648, -1.638], [0.030, -1.783, -0.533], [-0.241, 1.444, -0.118], [1.093, 0.255, -1.238], [-1.070, 1.684, -0.656], [-0.498, 0.401, -0.512], [-0.243, 0.737, 0.304], [-0.350, -0.099, 0.471], [0.364, 0.048, -0.549], [0.582, 0.213, 0.332], [-0.510, -0.006, 0.778], [0.720, -0.477, -0.344], [0.181, 0.315, 0.816], [-0.160, -0.111, 0.210], [-0.284, -0.268, -0.047], [-0.638, -0.297, -0.059], [0.261, -0.186, 0.320], [-0.188, -0.344, 0.370], [0.510, 0.506, -1.447], [0.384, -0.411, 0.850], [0.599, -0.784, -1.053], [-1.191, -0.614, -1.294], [0.002, 2.194, 0.761]]}

=====

{"formula": "C16H31NP2PbS", "method": "ωB97M-V/def2-TZVPD", "multiplicity": 1, "orbital_gap_ha": [0.183, 0.183], "largest_force_ev_per_a": 4.2, "symbols": ["P", "P", "C", "C", "H", "H", "H", "H", "C", "H", "H", "H", "C", "H", "H", "H", "C", "H", "H", "H", "C", "H", "H", "H", "Pb", "C", "C", "C", "C", "C", "C", "C", "C", "C", "H", "H", "H", "H", "H", "H", "H", "H", "H", "H", "H", "H", "H", "H", "H", "S", "C", "N"], "xyz": [[1.083941, -1.890269, 1.665021], [0.885211, 2.544505, 2.273524], [1.040894, -0.180958, 1.001605], [1.770573, 0.968454, 1.726943], [-0.021436, 0.067701, 0.987725], [1.372190, -0.234118, -0.047066], [2.184543, 0.594110, 2.682809], [2.598537, 1.336875, 1.101915], [-0.663859, 2.960543, 1.384106], [-1.354057, 3.313234, 2.165927], [-1.155069, 2.088626, 0.950124], [-0.541332, 3.772397, 0.650586], [1.880005, 3.895636, 1.516495], [1.483892, 4.206033, 0.545311], [2.925769, 3.602841, 1.414010], [1.827828, 4.754569, 2.195101], [-0.207267, -2.991223, 0.979120], [-0.210390, -3.915457, 1.579457], [-0.041371, -3.304735, -0.058416], [-1.210593, -2.540871, 1.061089], [2.619744, -2.710177, 1.297575], [3.432959, -1.975935, 1.321322], [2.565780, -3.181797, 0.305905], [2.797255, -3.480224, 2.061095], [-2.035164, -0.412296, -0.509524], [-0.557570, 1.171194, -1.640720], [-1.930669, 1.366438, -1.924487], [-2.557038, 0.745245, -3.163055], [-2.130139, -0.705964, -3.562646], [-1.546346, -1.616589, -2.509185], [-0.225851, -1.558286, -2.059664], [0.797893, -0.691075, -2.701571], [0.373505, 0.781701, -2.742573], [0.576251, -1.917670, 3.390178], [-0.094542, 1.634423, -0.763882], [-2.486627, 2.196968, -1.460243], [-2.336411, 1.381302, -4.029636], [-3.644143, 0.741202, -3.026304], [-3.043306, -1.212878, -3.906439], [-1.434203, -0.667580, -4.412174], [-2.079491, -2.579743, -2.370882], [0.213346, -2.401528, -1.527858], [0.980364, -1.027779, -3.738640], [1.761289, -0.784327, -2.169930], [1.272845, 1.414563, -2.704982], [-0.102821, 1.001680, -3.703393], [1.034135, -1.089082, 3.937402], [0.848885, -2.876570, 3.858552], [-0.513977, -1.787715, 3.442260], [-1.943247, 0.746032, 4.487850], [-2.072448, 0.368105, 2.953769], [-2.188282, 0.080465, 1.796500]], "atomic_forces_ev_per_a": [[-2.038, 0.264, -0.447], [-0.170, 0.452, 1.039], [0.096, 0.182, -0.032], [0.689, -0.281, -0.051], [0.005, -0.405, -0.083], [-0.319, -0.124, 0.341], [0.023, 0.375, -0.403], [-0.003, -0.419, 0.253], [-0.669, -0.175, 0.059], [0.158, -0.108, -0.231], [-0.005, 0.184, -0.026], [0.028, -0.480, 0.103], [0.363, -0.005, -0.070], [0.211, -0.101, 0.021], [0.072, 0.139, 0.039], [0.067, -0.137, -0.150], [-0.100, -0.354, -0.076], [0.230, 0.274, 0.079], [0.001, 0.258, 0.453], [0.554, 0.034, 0.006], [0.688, -0.117, 0.319], [-0.030, -0.258, -0.010], [-0.003, 0.240, 0.302], [0.061, 0.140, -0.290], [-0.376, -1.432, 1.076], [0.128, 0.305, 0.811], [-0.726, 0.596, -0.294], [0.151, 0.158, -0.658], [-0.287, 0.214, -0.226], [1.118, -1.802, -1.374], [-1.359, -0.533, -1.237], [0.643, 0.823, -0.214], [0.673, -0.269, -0.447], [0.528, 0.157, 0.454], [-0.306, 0.346, -0.564], [0.280, -0.372, -0.215], [-0.207, 0.126, -0.283], [0.260, 0.102, -0.057], [0.296, 0.208, -0.159], [-0.152, 0.076, -0.066], [0.279, 0.757, 0.195], [-0.487, 0.152, -0.174], [0.100, -0.149, 0.258], [-0.272, 0.005, -0.149], [-0.183, -0.042, -0.063], [0.095, -0.013, 0.128], [-0.077, -0.148, 0.087], [-0.042, 0.332, -0.192], [0.292, 0.080, -0.171], [0.295, 0.292, 1.505], [-0.496, -0.778, -3.088], [-0.074, 1.232, 3.971]]}

=====

Values for total energy, eV, ordered as above
-50439.5045, -53239.7095
Values for energy relative to the best compared isomer or geometry (same formula, charge and spin), kcal/mol, ordered as above
117.0, 65.9